Below is the molecule C5H8O2, with properties calculated with the ωB97M-V functional and the def2-TZVPD basis.

The calculation puts the energy above the lowest of the compared OMol25 structures with the same formula, charge and spin at 29.14 kcal/mol. Its SMILES is C=CC(=O)CCO. Its spin multiplicity is 1. Its HOMO-LUMO gap is 10.2 eV. The value obtained for the largest force on an atom is 0.50 eV/A. The LUMO energy is 0.54 eV.

Last column: Löwdin charge in e.
Geometry (Å):
O1 0.7947 1.6305 0.3469  -0.071
C1 1.3632 -2.0309 0.4531  0.049
C2 0.4213 -1.1422 0.7571  -0.107
C3 -0.3559 1.6580 -0.4810  -0.251
C4 -1.3195 0.5294 -0.1031  -0.110
C5 -0.6676 -0.8374 -0.2184  -0.409
O2 -0.9849 -1.6204 -1.0945  0.077
H1 1.5766 1.7432 -0.2033  0.095
H2 2.2003 -2.2270 1.1165  0.063
H3 1.3211 -2.5655 -0.4923  0.072
H4 0.4592 -0.5573 1.6714  0.103
H5 -0.8684 2.6212 -0.3569  0.115
H6 -0.0859 1.5584 -1.5406  0.127
H7 -2.1807 0.5535 -0.7783  0.123
H8 -1.6735 0.6864 0.9235  0.125